Record 1
Formula: C34H38Cl2N3OPdS2Te
Source: the Open Molecules 2025 dataset
Level of theory: ωB97M-V with the def2-TZVPD basis set

```
82
Properties=species:S:1:pos:R:3:forces:R:3
Pd -1.752025 -1.273397 -0.207549 -0.035 -0.313 0.617
Cl -2.060522 -1.783381 2.565686 -0.115 -0.090 -0.178
C -3.107518 -3.189509 2.490268 0.181 0.255 0.052
C -3.585633 -3.637130 3.709518 -0.090 -0.131 -0.095
C -4.418438 -4.742969 3.749740 0.045 0.050 -0.041
C -4.755611 -5.377633 2.566155 0.040 0.055 0.016
C -4.258628 -4.903732 1.365330 -0.189 -0.247 -0.102
Cl -4.744237 -5.761122 -0.072004 0.034 0.061 0.062
C -3.412056 -3.791501 1.263786 0.039 0.106 -0.055
S -2.823577 -3.308032 -0.320023 -0.086 -0.106 0.030
H -3.301840 -3.114830 4.610346 0.010 0.018 0.047
H -4.801253 -5.105294 4.692841 -0.007 -0.007 0.028
H -5.403622 -6.241542 2.555832 -0.018 -0.019 0.025
C 6.502350 3.157343 4.074322 0.084 0.049 0.033
C 5.321142 2.467883 3.454340 -0.007 -0.009 -0.007
C 5.188293 2.365228 2.077535 -0.013 0.029 -0.026
C 4.099635 1.735796 1.483780 0.041 0.035 0.129
C 4.048665 1.692296 -0.012751 -0.008 -0.030 -0.231
C 3.100142 1.192532 2.302151 0.110 -0.064 0.149
Te 1.395985 0.096095 1.495714 -0.211 0.057 -0.288
N 0.361840 -1.013436 -0.129061 0.407 -0.045 0.131
C 0.560915 -1.446750 -1.332373 -0.075 0.057 -0.163
O -0.473756 -1.767606 -2.030510 0.039 0.028 -0.142
C 1.898474 -1.560533 -1.986218 0.042 -0.021 0.003
C 3.048315 -1.834843 -1.255069 -0.015 -0.022 0.126
C 4.278970 -1.917452 -1.886234 0.030 0.010 -0.055
C 4.371100 -1.717705 -3.256744 0.033 -0.017 0.045
C 3.225443 -1.457602 -3.994458 -0.008 0.009 -0.040
C 1.993601 -1.392276 -3.363984 -0.034 0.039 0.030
C 0.743353 1.827198 0.458532 0.047 -0.094 -0.041
C 0.843668 1.873097 -0.926154 0.032 -0.028 -0.029
C 0.413477 2.986495 -1.626571 -0.006 -0.004 -0.024
C -0.136478 4.057609 -0.936757 -0.002 0.000 -0.026
C -0.239602 4.004146 0.440365 -0.005 0.015 0.050
C 0.198800 2.895310 1.165657 -0.043 0.080 -0.057
C 0.051109 2.886214 2.657555 0.036 0.021 0.189
C 3.229113 1.257329 3.696223 0.151 0.061 0.005
C 2.251824 0.672377 4.682669 -0.181 -0.070 0.109
C 4.332742 1.907539 4.244454 -0.033 -0.013 -0.013
H 7.205278 3.499312 3.315904 -0.004 -0.003 -0.018
H 7.038330 2.491022 4.751952 -0.011 -0.015 0.006
H 6.188848 4.026584 4.654847 -0.015 0.004 0.006
H 5.958072 2.787007 1.440932 0.016 0.006 -0.022
H 5.029527 1.917842 -0.430616 0.004 -0.015 -0.012
H 3.344142 2.426694 -0.403734 -0.009 0.040 0.005
H 3.739038 0.718263 -0.397184 -0.024 -0.029 0.052
H 2.977141 -2.006629 -0.187897 -0.032 0.020 -0.010
H 5.165569 -2.140498 -1.307853 0.025 -0.006 0.007
H 5.332485 -1.776698 -3.749239 0.020 0.000 -0.014
H 3.292130 -1.313855 -5.064833 0.000 0.003 -0.020
H 1.086904 -1.213585 -3.925955 -0.008 0.002 -0.028
H 1.264656 1.033688 -1.463751 0.012 0.018 0.003
H 0.511677 3.017112 -2.704820 0.005 0.007 -0.012
H -0.487124 4.931821 -1.469235 -0.003 0.010 -0.020
H -0.677911 4.835959 0.978416 -0.007 0.013 0.003
H -0.442503 3.794872 2.998630 -0.020 0.005 0.010
H 1.022606 2.826140 3.154246 -0.004 0.014 -0.031
H -0.538945 2.032230 2.998369 -0.021 -0.017 -0.034
H 1.376753 0.207664 4.233133 0.050 0.035 -0.035
H 1.890783 1.450373 5.358428 0.014 -0.002 0.015
H 2.742948 -0.084760 5.295977 0.012 -0.007 0.007
H 4.418959 1.965685 5.324800 -0.004 -0.001 0.032
C -5.850487 -1.752031 -2.697375 -0.049 -0.097 -0.063
C -5.520990 -0.273778 -2.588620 -0.036 0.136 -0.023
N -4.559683 0.013994 -1.535221 0.078 0.085 0.154
C -3.310531 0.474172 -1.609859 -0.184 0.266 -0.260
S -2.548644 1.070991 -0.188813 -0.055 0.034 0.081
N -2.645657 0.556327 -2.775983 0.041 -0.041 0.046
C -2.655873 -0.437233 -3.858039 -0.042 -0.094 0.096
C -2.802350 0.213502 -5.217639 0.002 0.008 -0.098
H -6.552093 -1.911674 -3.516226 -0.023 -0.035 -0.008
H -6.313313 -2.114786 -1.779714 -0.015 0.025 0.034
H -4.967849 -2.368498 -2.863782 0.047 0.047 -0.023
H -6.429502 0.285276 -2.346171 0.032 -0.022 -0.032
H -5.148440 0.147955 -3.521615 0.011 -0.092 0.026
H -4.894764 -0.030330 -0.584978 -0.021 -0.049 -0.014
H -1.740294 0.981722 -2.624606 0.009 -0.010 -0.020
H -3.454443 -1.151028 -3.672784 0.033 0.026 -0.015
H -1.724982 -1.002880 -3.772925 -0.046 0.037 -0.049
H -3.741378 0.761200 -5.306382 -0.031 -0.005 0.018
H -2.770004 -0.544095 -6.000046 -0.004 -0.022 -0.028
H -1.992246 0.918759 -5.406095 0.032 0.013 0.027
```
Forces are in eV/Å.

Values from the calculation:
Largest force on an atom, eV/A: 0.693
Energy relative to the best compared isomer or geometry (same formula, charge and spin), kcal per mole: 23.0
Kohn-Sham gap (spin up / spin down), eV: 7.288 / 5.945
2S+1: 4

These are the Löwdin partial charges, in e, on atoms 1 to 8: atom 1 (Pd): 0.494, atom 2 (Cl): 0.657, atom 3 (C): -0.637, atom 4 (C): -0.127, atom 5 (C): -0.086, atom 6 (C): -0.124, atom 7 (C): -0.687, atom 8 (Cl): 0.644

=====

Record 2
Formula: C34H38FN6O3Sn
Source: the Open Molecules 2025 dataset
Level of theory: ωB97M-V with the def2-TZVPD basis set

```
83
Properties=species:S:1:pos:R:3:forces:R:3
Sn -0.032002 0.408752 -0.063010 0.367 -0.512 2.544
C 0.297776 1.857111 -2.548458 0.230 0.769 -1.043
N 0.044842 0.422629 -2.357528 -0.039 -0.121 -0.122
C 1.049433 -0.426649 -3.070140 0.286 -0.477 -0.204
C 1.901623 -1.288034 -2.150346 0.175 0.360 -0.193
C 2.773426 -0.462036 -1.185197 0.150 -0.296 -0.184
N 2.237559 -0.611872 0.134730 -0.999 0.416 -0.047
C 2.817505 -1.244451 1.072555 0.002 -0.094 0.149
C 2.299844 -1.433880 2.405528 -0.485 0.047 0.166
C 3.173277 -1.977091 3.360346 0.107 -0.082 0.122
C 2.821711 -2.125676 4.681185 0.056 -0.018 0.112
C 1.549397 -1.714501 5.096083 0.165 -0.047 -0.222
C 0.656979 -1.203812 4.183095 -0.200 0.082 -0.297
C 0.971430 -1.078483 2.803097 0.544 -0.243 0.153
O 0.038265 -0.689565 1.987777 -0.607 0.828 -0.755
C -1.329461 0.035653 -2.786329 -0.567 -0.056 -0.259
C -2.533368 0.840151 -2.268017 0.037 -0.080 0.241
C -3.099009 0.519591 -0.852291 -0.264 0.563 -0.073
N -2.439989 -0.596489 -0.223760 0.268 -0.210 0.035
C -3.148437 -1.512487 0.317020 0.341 0.248 -0.276
C -2.642203 -2.766975 0.851185 0.137 -0.158 0.321
C -3.489718 -3.597270 1.565097 0.006 0.526 -0.229
C -3.070255 -4.837950 2.029842 0.113 -0.254 0.071
C -1.769214 -5.300533 1.766490 -0.015 -0.064 0.069
C -0.890221 -4.511777 1.089460 0.073 -0.115 0.061
C -1.271313 -3.205424 0.613692 0.448 0.478 -0.318
O -0.433163 -2.503350 0.005607 -0.266 -0.292 -0.131
H 0.013417 2.183859 -3.556033 0.144 -0.225 -0.047
H -0.259324 2.435090 -1.812262 0.226 -0.019 -0.609
H 1.356591 2.063631 -2.403773 0.073 -0.091 -0.071
H 0.534181 -1.102788 -3.755990 -0.150 0.211 -0.004
H 1.706254 0.204921 -3.673424 -0.228 0.157 0.044
H 1.237452 -1.925537 -1.580296 -0.033 -0.318 0.222
H 2.541657 -1.934804 -2.753211 -0.137 0.027 -0.094
H 3.828670 -0.749741 -1.244560 -0.018 0.035 0.018
H 2.688994 0.600906 -1.431177 0.296 -0.019 -0.101
H 3.808769 -1.679936 0.895052 0.021 0.116 -0.104
H 4.167584 -2.272932 3.044624 0.024 0.036 -0.030
H 3.526673 -2.520410 5.397786 0.031 0.004 -0.022
H 1.268090 -1.798996 6.137514 -0.018 0.000 0.012
H -0.339522 -0.900900 4.478745 -0.004 0.012 0.031
H -1.362275 0.126648 -3.880872 0.161 -0.083 0.141
H -1.463717 -1.013894 -2.520285 0.106 -0.061 -0.110
H -2.317295 1.905056 -2.323778 -0.088 0.003 -0.032
H -3.334099 0.640897 -2.981229 0.089 -0.015 -0.082
H -2.921790 1.387750 -0.216161 -0.083 0.025 -0.061
H -4.181451 0.357835 -0.907891 0.077 -0.007 -0.044
H -4.238435 -1.402085 0.342136 0.025 0.015 -0.057
H -4.497727 -3.260861 1.775124 -0.042 -0.040 -0.035
H -3.749682 -5.460634 2.595181 -0.042 0.024 -0.013
H -1.465270 -6.279583 2.110671 -0.026 -0.003 0.036
H 0.122714 -4.830798 0.882810 0.003 0.043 -0.004
C 3.123295 7.884892 3.762356 0.109 -0.019 0.010
C 3.611129 6.515928 4.145373 -0.026 0.012 -0.013
C 2.729726 5.491900 4.471014 0.133 0.044 -0.044
C 3.186127 4.226331 4.805158 0.111 -0.058 0.110
C 4.551114 3.954278 4.809837 -0.158 0.178 0.005
N 5.084183 2.687834 5.149166 0.020 -0.021 -0.107
C 4.492251 1.447713 5.112921 0.077 -0.011 -0.075
O 4.858156 0.531469 5.817090 -0.036 0.063 0.036
N 3.442749 1.284822 4.209404 -0.173 0.150 0.026
C 3.327681 1.806091 2.923385 0.142 0.090 -0.061
C 4.403574 2.295048 2.184554 -0.107 -0.103 -0.047
C 4.173726 2.757552 0.898998 -0.042 -0.010 0.001
C 2.900009 2.667899 0.363627 0.026 0.044 -0.086
N 1.877615 2.160068 1.048695 -0.280 -0.260 -0.152
C 2.079240 1.781566 2.304184 -0.084 0.063 0.100
C 5.443127 4.983822 4.518079 0.003 -0.111 -0.084
C 4.976051 6.243597 4.191123 -0.107 -0.013 0.044
H 2.036179 7.933255 3.763282 -0.006 0.037 0.007
H 3.481139 8.148982 2.765918 -0.056 0.036 -0.013
H 3.509314 8.636053 4.452980 -0.067 0.034 0.000
H 1.664903 5.689235 4.482778 -0.014 -0.015 -0.029
H 2.478628 3.460079 5.085067 -0.019 -0.041 0.001
H 5.957363 2.702025 5.651838 -0.049 -0.131 0.118
H 2.829127 0.512469 4.430725 0.124 -0.108 0.044
H 5.402001 2.290834 2.598324 -0.005 0.070 0.045
H 4.984456 3.160202 0.307831 -0.003 0.022 -0.001
H 2.677914 3.013475 -0.639346 0.082 0.017 -0.011
H 1.208940 1.421786 2.840542 0.056 -0.026 0.043
H 6.509365 4.791217 4.543405 0.012 -0.015 -0.008
H 5.680563 7.036158 3.970171 0.042 -0.021 -0.015
F -0.925116 2.309945 -0.350493 -0.172 -0.917 1.481
```
Forces are in eV/Å.

Values from the calculation:
Largest force on an atom, eV/A: 2.621
Net charge: +1
Kohn-Sham gap (spin up / spin down), eV: 5.775 / 4.995

These are the natural (NBO) partial charges, in e, on atoms 1 to 8: atom 1 (Sn): 1.999, atom 2 (C): -0.486, atom 3 (N): -0.543, atom 4 (C): -0.222, atom 5 (C): -0.430, atom 6 (C): -0.247, atom 7 (N): -0.531, atom 8 (C): 0.176

=====

Record 3
Formula: C34H38Ge2N2O2SiW
Source: the Open Molecules 2025 dataset
Level of theory: ωB97M-V with the def2-TZVPD basis set

```
80
Properties=species:S:1:pos:R:3:forces:R:3
W -0.096697 -0.107900 -0.669222 -1.610 -2.661 -1.893
O 1.476599 0.048742 -1.602116 0.770 -0.018 0.045
C 2.482517 0.961844 -1.697775 -0.123 0.063 0.101
C 3.783560 0.541950 -1.856272 0.188 -0.119 -0.132
C 4.778671 1.504745 -1.948651 0.000 0.065 -0.022
C 4.479606 2.873809 -1.905708 0.027 -0.093 0.009
C 3.173144 3.281467 -1.786454 -0.002 0.078 -0.030
C 2.142566 2.327486 -1.660283 -0.055 0.119 -0.055
C 0.783424 2.731890 -1.664327 -0.048 -0.084 0.002
N -0.204813 1.919737 -1.367182 0.072 0.152 0.383
N -1.468874 2.397774 -1.601133 -0.023 -0.056 -0.134
C -2.308925 1.416900 -1.618319 0.029 0.424 0.180
O -1.793214 0.168211 -1.409485 -0.211 0.200 -0.170
C -3.739321 1.570167 -1.748200 -0.052 -0.340 -0.113
C -4.310654 2.848965 -1.742394 0.061 0.004 -0.011
C -5.678080 2.976339 -1.878686 -0.050 0.004 -0.011
C -6.474628 1.842410 -2.026898 -0.013 0.034 0.014
C -5.909978 0.571706 -2.028107 0.004 0.006 0.003
C -4.542129 0.430763 -1.886724 0.012 -0.018 -0.023
H 4.006961 -0.514179 -1.943105 0.009 0.047 0.027
H 5.805623 1.184369 -2.075754 -0.019 0.032 -0.002
H 5.272042 3.604768 -1.992300 -0.005 -0.030 -0.005
H 2.918448 4.335282 -1.785576 0.018 -0.038 -0.009
H 0.508719 3.734950 -1.978657 0.003 0.037 0.041
H -3.680602 3.723056 -1.640460 -0.023 -0.013 -0.015
H -6.131118 3.958779 -1.879978 0.011 -0.025 -0.004
H -7.545148 1.952161 -2.146608 0.030 0.006 0.010
H -6.537821 -0.300813 -2.151199 0.021 0.022 -0.001
H -4.088363 -0.552466 -1.905118 -0.025 0.017 -0.005
C 4.435521 0.652142 2.035789 -0.066 0.306 -0.009
Ge 2.806132 -0.369808 2.258066 0.563 -0.566 -0.569
C 2.859804 -1.887022 1.037891 0.070 -0.070 -0.064
C 2.404349 -0.864112 4.080069 -0.339 0.354 0.117
Ge 0.837182 1.040893 1.312053 0.233 0.205 2.427
C 0.581897 2.730472 2.090099 0.235 0.440 -0.246
C 1.694833 3.236850 2.790751 -0.169 0.003 -0.008
C 1.646980 4.501334 3.346040 -0.018 0.057 0.056
C 0.504935 5.278518 3.185528 -0.033 -0.030 -0.046
C -0.592373 4.795444 2.467328 0.036 0.045 0.034
C -0.558922 3.531681 1.914026 0.103 0.093 0.217
C -0.870144 -0.126385 1.537634 -0.008 0.344 -1.208
C -0.817775 -1.470537 1.978972 0.148 0.091 0.182
C -1.986222 -2.173072 2.191760 -0.208 -0.012 0.081
C -3.224693 -1.585112 1.925432 0.092 -0.071 0.007
C -3.306636 -0.271273 1.473301 -0.035 -0.148 0.160
C -2.143590 0.444067 1.283272 0.038 0.129 0.521
H 5.047094 0.480717 2.923936 0.016 0.009 -0.023
H 4.280731 1.726086 1.934276 0.087 -0.051 -0.014
H 4.962867 0.284412 1.157036 0.007 0.016 0.006
H 3.775129 -2.436110 1.282121 -0.045 0.010 0.007
H 2.946551 -1.559078 -0.000008 -0.032 -0.046 0.086
H 2.024261 -2.576771 1.132221 -0.045 -0.010 -0.014
H 3.170187 -1.612003 4.308531 -0.044 -0.006 0.032
H 1.415171 -1.293695 4.223170 0.060 -0.056 0.016
H 2.523553 -0.009949 4.745280 0.012 -0.071 0.041
H 2.584965 2.633380 2.923775 -0.017 0.041 -0.022
H 2.495551 4.885070 3.897482 -0.038 -0.002 0.000
H 0.468282 6.271980 3.613273 -0.010 -0.011 0.007
H -1.472199 5.413153 2.342346 0.037 0.015 0.008
H -1.413805 3.196021 1.347483 -0.011 -0.019 -0.038
H 0.124832 -1.930117 2.238400 0.108 -0.077 -0.219
H -1.935927 -3.184273 2.574684 -0.027 0.022 -0.001
H -4.132489 -2.153985 2.086799 0.034 -0.003 -0.005
H -4.265808 0.193228 1.283199 0.014 -0.016 0.042
H -2.219803 1.487550 1.023378 -0.026 0.072 -0.286
C -1.640554 -5.457694 -2.995094 -0.304 0.178 -0.010
Si -0.134445 -5.102304 -2.004023 0.013 -0.383 0.034
C -0.074033 -5.993537 -0.383051 -0.018 0.026 0.264
C 1.395379 -5.330939 -2.997335 0.279 0.184 -0.066
C -0.187255 -3.275488 -1.486030 -0.059 0.560 0.107
C -0.214363 -2.103049 -1.078592 0.341 0.865 0.447
H -1.625287 -6.522656 -3.243028 -0.030 0.041 -0.045
H -1.637182 -4.885626 -3.924445 -0.057 -0.077 -0.020
H -2.567826 -5.249560 -2.456716 0.038 -0.046 -0.053
H -0.234601 -7.060790 -0.559530 0.025 0.041 0.009
H -0.849314 -5.652208 0.307273 0.025 -0.069 -0.025
H 0.900501 -5.874803 0.095886 -0.047 -0.032 0.013
H 1.485275 -6.398659 -3.217561 0.039 0.052 -0.046
H 2.296250 -5.017994 -2.464372 -0.027 -0.061 -0.059
H 1.335541 -4.787331 -3.942083 0.064 -0.078 -0.007
```
Forces are in eV/Å.

Values from the calculation:
Largest force on an atom, eV/A: 3.641
Net charge: +3
Energy relative to the best compared isomer or geometry (same formula, charge and spin), kcal per mole: 44.2
Kohn-Sham gap (spin up / spin down), eV: 5.056 / 3.829
2S+1: 2

These are the Löwdin partial charges, in e, on atoms 1 to 8: atom 1 (W): 1.663, atom 2 (O): -0.254, atom 3 (C): -0.283, atom 4 (C): 0.019, atom 5 (C): 0.011, atom 6 (C): -0.011, atom 7 (C): 0.025, atom 8 (C): -0.150